{"formula": "C15H6N5O2RuSe", "method": "the ωB97M-V functional and the def2-TZVPD basis", "species": ["Ru", "Se", "O", "O", "N", "N", "N", "N", "N", "C", "C", "C", "C", "C", "C", "C", "C", "C", "C", "C", "C", "C", "C", "C", "H", "H", "H", "H", "H", "H"], "positions_angstrom": [[1.221014, -0.586784, -0.074828], [3.209998, 2.892444, -2.735373], [0.827942, -2.366400, 0.501273], [-0.717154, -3.980544, 0.364070], [-0.857107, -0.580238, -0.490121], [1.880764, 0.915423, -1.073434], [3.037998, -0.708388, 0.889994], [6.550248, 1.190992, 2.741652], [5.121619, -2.869885, 4.086659], [5.049178, -1.927370, 3.423951], [3.890806, -0.746969, 1.657867], [-1.203024, 1.722176, -1.199743], [-3.970073, 1.355205, -1.029235], [-3.103610, 0.275290, -0.727159], [-0.414913, -2.834248, 0.253695], [5.821842, 0.297400, 2.687706], [-2.067192, 2.739287, -1.489535], [4.942838, -0.793497, 2.604941], [2.427388, 1.719200, -1.757989], [-3.612147, -0.989645, -0.371237], [-1.383092, -1.752013, -0.151119], [-1.701360, 0.464504, -0.798163], [-3.464239, 2.564069, -1.399554], [-2.752991, -2.013573, -0.096016], [-5.037861, 1.191530, -0.965566], [-1.672027, 3.697919, -1.798213], [-0.142379, 1.875492, -1.282091], [-3.072024, -3.008878, 0.176617], [-4.684452, -1.129351, -0.317942], [-4.125989, 3.386852, -1.631104]], "atomic_forces_ev_per_a": [[0.123, 0.492, -0.142], [0.043, 0.080, -0.076], [-0.482, 0.069, -0.094], [-0.157, 0.033, 0.007], [0.154, -0.230, 0.207], [-0.089, -0.056, 0.057], [-0.150, -0.153, 0.096], [-0.039, 0.019, -0.010], [-0.005, 0.012, 0.002], [0.086, -0.049, 0.082], [0.200, -0.023, 0.012], [-0.080, -0.034, 0.048], [0.056, -0.027, 0.003], [-0.061, -0.007, -0.030], [0.504, -0.053, 0.143], [0.156, 0.002, 0.060], [0.001, 0.023, -0.010], [-0.330, -0.011, -0.278], [0.000, -0.073, 0.075], [0.009, 0.036, -0.004], [-0.086, -0.025, 0.004], [0.057, -0.022, -0.127], [-0.005, -0.007, 0.004], [0.085, -0.008, -0.059], [-0.005, 0.007, 0.001], [-0.003, 0.002, 0.004], [0.027, 0.008, 0.028], [-0.013, 0.006, 0.008], [-0.002, -0.017, -0.006], [0.005, 0.004, -0.005]], "mulliken_spin": [2.419, 0.590, 0.083, 0.036, 0.024, 0.027, 0.177, 0.263, 0.271, -0.063, -0.087, -0.026, 0.005, 0.000, -0.014, -0.064, 0.001, 0.429, -0.058, 0.004, 0.015, -0.028, -0.002, -0.007, 0.000, 0.000, 0.007, 0.000, 0.000, 0.000], "total_energy_ha": -3495.4504, "orbital_gap_ev": [8.47, 5.29], "mol_weight_g_mol": 468.28, "multiplicity": 5, "e_homo_ev": [-12.536, -12.426], "total_charge": 1}